1.
{"formula": "CHClO3", "method": "wB97M-V/def2-TZVPD", "species": ["C", "O", "O", "O", "Cl", "H"], "coordinates": [[-2.0506, -1.2179, 0.0774], [2.2706, 1.6661, 0.3775], [-2.8783, -0.4469, -0.0770], [-1.0715, -1.7553, -0.0346], [1.4295, 0.1192, 0.0633], [2.3003, 1.6348, -0.4065]], "atomic_forces_ev_per_a": [[-0.98, 2.56, -1.45], [-2.23, -2.25, 16.56], [-2.81, 0.94, 0.78], [3.79, -3.52, 0.65], [0.18, 0.53, 1.37], [2.04, 1.73, -17.92]], "nbo_charge": [1.01, -0.57, -0.51, -0.50, 0.16, 0.41], "charge": 0, "molar_mass_g_mol": 96.47, "e_above_lowest_ev": 2.181, "gap_ev": 10.3, "smiles": "O=C=O.OCl", "multiplicity": 1, "e_tot_ev": -19714.81102}

=====

2.
{"formula": "CHClO4S", "method": "wB97M-V/def2-TZVPD", "species": ["C", "O", "O", "O", "O", "S", "Cl", "H"], "coordinates": [[1.8175, 1.4088, 1.5951], [2.7389, 2.0812, 1.5726], [-0.7364, -0.3185, -0.2375], [-1.1330, 2.0109, 0.4983], [1.0574, 0.5516, 1.5705], [-1.4023, 0.6434, 0.8524], [-3.3284, 0.3500, -0.1246], [-0.7608, 0.1576, -1.0176]], "atomic_forces_ev_per_a": [[1.15, -0.96, -0.28], [0.92, 1.87, 0.14], [0.67, -1.44, 3.12], [0.39, 0.06, 0.27], [-1.45, -0.89, 0.47], [-1.73, -0.23, -1.20], [0.06, 0.13, 0.71], [0.00, 1.46, -3.23]], "nbo_charge": [1.04, -0.48, -0.85, -0.90, -0.55, 1.60, -0.35, 0.49], "charge": 0, "molar_mass_g_mol": 144.54, "e_above_lowest_ev": 0.330, "gap_ev": 10.9, "multiplicity": 1, "e_tot_ev": -32600.74624}

=====

3.
{"formula": "CHErO3", "method": "wB97M-V/def2-TZVPD", "species": ["Er", "O", "H", "O", "C", "O"], "coordinates": [[-1.6969, 1.5878, -0.0559], [0.4888, 1.6266, -0.0173], [1.0875, 1.2564, 0.6310], [0.7659, -2.1006, 0.4737], [0.1010, -1.4174, -0.1827], [-0.7462, -0.9528, -0.8487]], "atomic_forces_ev_per_a": [[4.06, -0.50, -0.26], [-4.01, 0.02, -0.05], [0.34, 0.09, 0.22], [-0.02, 1.47, -0.63], [-0.23, -2.40, 0.62], [-0.13, 1.31, 0.10]], "lowdin_spin": [3.83, 0.08, 0.01, 0.00, 0.02, 0.07], "charge": 1, "molar_mass_g_mol": 228.28, "e_above_lowest_ev": 0.000, "gap_ev": [7.1, 9.5], "s_squared": 6.00, "multiplicity": 5, "e_tot_ev": -34808.79347}

=====

4.
{"formula": "CHF2IO", "method": "wB97M-V/def2-TZVPD", "species": ["C", "O", "F", "F", "I", "H"], "coordinates": [[0.7526, -0.3715, 0.2695], [-0.1659, -0.4002, 0.9955], [-1.5578, 0.7377, -0.4399], [0.8276, -1.0825, -0.7810], [2.4380, 0.9758, 0.3942], [-2.2945, 0.1409, -0.4383]], "atomic_forces_ev_per_a": [[-0.09, 1.81, 1.89], [0.81, -0.40, 0.96], [-1.69, -0.25, -0.70], [0.49, -1.47, -2.20], [-0.54, -0.49, 0.02], [1.02, 0.80, 0.04]], "nbo_charge": [0.76, -0.51, -0.56, -0.30, 0.05, 0.57], "charge": 0, "molar_mass_g_mol": 193.92, "e_above_lowest_ev": 0.467, "gap_ev": 10.3, "smiles": "O=C(F)I.F", "multiplicity": 1, "e_tot_ev": -16635.83788}

=====

5.
{"formula": "CHF2IO", "method": "wB97M-V/def2-TZVPD", "species": ["C", "O", "F", "F", "I", "H"], "coordinates": [[-2.7730, 1.2412, 0.0061], [-3.4720, 0.4500, 0.4920], [-1.9879, 1.0456, -1.0332], [-2.6093, 2.4880, 0.3798], [1.6234, 1.1746, 0.0436], [0.8707, -0.2028, -0.0628]], "atomic_forces_ev_per_a": [[0.58, 0.46, -0.45], [-0.47, -0.45, 0.37], [-0.01, -0.10, -0.07], [-0.10, 0.10, 0.15], [0.32, 0.61, 0.06], [-0.33, -0.62, -0.06]], "nbo_charge": [1.13, -0.53, -0.30, -0.30, -0.09, 0.10], "charge": 0, "molar_mass_g_mol": 193.92, "e_above_lowest_ev": 0.000, "gap_ev": 10.7, "smiles": "O=C(F)F.I", "multiplicity": 1, "e_tot_ev": -16636.30521}

=====

6.
{"formula": "CHF2N", "method": "wB97M-V/def2-TZVPD", "species": ["C", "N", "F", "F", "H"], "coordinates": [[3.5229, -0.1158, 0.1141], [3.6965, -1.1971, 0.3103], [3.5731, 1.1130, -0.1084], [0.0227, -0.2190, -0.0203], [0.2234, -0.8761, -0.5949]], "atomic_forces_ev_per_a": [[0.18, 4.01, -0.70], [0.22, -5.06, 0.88], [-0.46, 1.06, -0.18], [-0.36, 1.41, 1.17], [0.41, -1.42, -1.16]], "nbo_charge": [0.64, -0.41, -0.23, -0.56, 0.56], "charge": 0, "molar_mass_g_mol": 65.02, "e_above_lowest_ev": 1.445, "gap_ev": 13.2, "smiles": "N#CF.F", "multiplicity": 1, "e_tot_ev": -7976.52156}

=====

7.
{"formula": "CHF2NO", "method": "wB97M-V/def2-TZVPD", "species": ["C", "N", "O", "F", "F", "H"], "coordinates": [[-2.3502, -0.2222, -0.1011], [-0.1336, -0.3241, -0.6438], [-2.8648, -0.9166, 0.6720], [-2.7712, 0.7693, -0.8163], [0.0079, -1.6703, -0.8547], [0.1894, -0.2017, 0.3226]], "atomic_forces_ev_per_a": [[3.22, -0.30, -0.20], [-2.57, 0.67, 0.14], [-0.34, 0.08, -0.18], [-0.46, 0.19, -0.12], [0.17, -0.37, 0.19], [-0.03, -0.27, 0.17]], "nbo_charge": [0.92, -0.20, -0.49, -0.28, -0.25, 0.30], "charge": 0, "molar_mass_g_mol": 81.02, "e_above_lowest_ev": 2.920, "gap_ev": [9.2, 9.6], "multiplicity": 1, "e_tot_ev": -10020.77700}

=====

8.
{"formula": "CHF2NO2", "method": "wB97M-V/def2-TZVPD", "species": ["C", "N", "O", "O", "F", "F", "H"], "coordinates": [[0.7895, -0.1569, 0.1312], [-1.0720, 0.3469, -0.2871], [-1.5696, -0.5307, -0.9190], [-1.4598, 1.3410, 0.2334], [0.8622, -1.4339, -0.1771], [0.9416, 0.0021, 1.4253], [1.5081, 0.4316, -0.4066]], "atomic_forces_ev_per_a": [[-1.96, 0.15, -0.19], [4.29, -1.71, 1.14], [-0.92, 0.54, -0.23], [-0.64, 0.19, -0.32], [-0.36, 0.09, -0.21], [-0.37, 0.22, 0.41], [-0.04, 0.52, -0.60]], "nbo_charge": [0.61, 0.50, -0.33, -0.33, -0.30, -0.30, 0.14], "charge": 0, "molar_mass_g_mol": 97.02, "e_above_lowest_ev": 1.388, "gap_ev": 10.8, "multiplicity": 1, "e_tot_ev": -12069.04241}

=====

9.
{"formula": "CHF2NO2S", "method": "wB97M-V/def2-TZVPD", "species": ["C", "N", "O", "O", "F", "F", "S", "H"], "coordinates": [[-0.2823, 1.0522, -1.0708], [0.4670, 0.3340, -1.6324], [-0.8494, 1.9370, -0.5853], [-0.7739, -1.4075, 0.1161], [-0.6336, -0.0912, 2.2407], [1.2030, -0.0516, 0.9774], [-0.0034, -1.2369, 1.2475], [0.8727, -0.5360, -1.2932]], "atomic_forces_ev_per_a": [[0.04, 1.85, 0.88], [1.64, -2.44, -1.59], [-1.16, 0.30, 0.33], [-1.81, -0.06, -2.20], [-0.37, -1.46, -0.87], [-1.00, -1.94, -0.22], [3.07, 2.97, 4.16], [-0.40, 0.79, -0.49]], "nbo_charge": [0.85, -0.76, -0.51, -0.84, -0.49, -0.53, 1.86, 0.42], "charge": 0, "molar_mass_g_mol": 129.09, "e_above_lowest_ev": 0.159, "gap_ev": 10.4, "multiplicity": 1, "e_tot_ev": -22907.60907}

=====

10.
{"formula": "CHF2O3P", "method": "wB97M-V/def2-TZVPD", "species": ["C", "O", "O", "O", "F", "F", "P", "H"], "coordinates": [[0.7422, -0.2610, -0.1176], [-1.0030, 1.0299, 1.4129], [-1.8915, -0.9048, -0.0494], [-1.0340, 1.3000, -1.1324], [1.7368, -1.0098, 0.9668], [1.1992, -1.1462, -1.0744], [-1.0382, 0.3245, 0.0774], [1.2886, 0.6674, -0.0834]], "atomic_forces_ev_per_a": [[2.92, -1.58, 1.34], [0.17, -0.05, 0.23], [-0.49, -0.40, -0.05], [0.30, -1.04, 0.81], [-1.75, 1.13, 0.16], [-1.16, 1.07, -1.02], [-0.62, 0.66, -0.79], [0.63, 0.22, -0.68]], "nbo_charge": [0.21, -1.23, -1.24, -1.23, -0.55, -0.39, 2.32, 0.12], "charge": -2, "molar_mass_g_mol": 129.99, "e_above_lowest_ev": 1.071, "gap_ev": 7.0, "smiles": "O=P([O-])([O-])C(F)F", "multiplicity": 1, "e_tot_ev": -21919.88762}

=====

11.
{"formula": "CHF3MgNO3PtS2", "method": "wB97M-V/def2-TZVPD", "species": ["Mg", "N", "S", "O", "S", "O", "C", "F", "F", "F", "Pt", "O", "H"], "coordinates": [[0.0775, -0.6570, 2.2962], [-0.7243, 0.7948, -0.3394], [-2.0176, 0.0526, 0.2675], [-1.7226, -0.7029, 1.5906], [0.8177, 0.8565, 0.4932], [1.7196, 0.2501, -1.0919], [-2.8421, 1.5765, 0.9996], [-3.1547, 2.4017, 0.0146], [-2.0093, 2.1770, 1.8385], [-3.9337, 1.2082, 1.6466], [0.0983, 0.5597, -1.9304], [1.1800, 0.5038, -3.2804], [1.6002, -0.2932, -3.6100]], "atomic_forces_ev_per_a": [[-0.11, 0.10, 0.33], [-0.40, 0.29, 4.90], [-1.68, -0.87, 1.20], [0.27, 0.42, -1.15], [0.87, 0.35, 1.04], [0.67, -0.03, 3.19], [-0.18, 0.23, 0.15], [0.09, -0.15, -0.03], [0.12, -0.04, 0.03], [0.15, -0.13, -0.13], [-3.38, 0.39, -3.45], [3.72, -0.29, -5.39], [-0.14, -0.27, -0.69]], "lowdin_spin": [0.30, 0.11, 0.06, 0.08, 0.26, 0.27, 0.02, 0.00, 0.02, 0.00, 0.53, 0.33, 0.01], "charge": 1, "molar_mass_g_mol": 415.53, "e_above_lowest_ev": 0.000, "gap_ev": [4.9, 7.1], "s_squared": 2.02, "multiplicity": 3, "e_tot_ev": -47185.49758}

=====

12.
{"formula": "CHF3NO2S", "method": "wB97M-V/def2-TZVPD", "species": ["C", "N", "O", "O", "F", "F", "F", "S", "H"], "coordinates": [[0.5885, 0.9764, 0.4847], [-0.2542, -0.4405, 0.6707], [-1.0523, -0.6855, -1.8531], [-0.7685, -2.7388, -0.4834], [0.1243, 1.9222, -0.3228], [0.7771, 1.6859, 1.5933], [1.8061, 0.7228, 0.0025], [-0.1345, -1.4807, -0.9873], [-1.0865, 0.0382, 0.8955]], "atomic_forces_ev_per_a": [[-0.71, -3.25, -0.29], [4.50, 3.99, -0.48], [0.84, -0.72, 0.30], [0.77, 1.21, -0.56], [-1.55, 0.12, -1.41], [-0.10, -0.45, 1.97], [0.72, -0.80, -0.07], [-2.25, 0.04, 0.63], [-2.22, -0.15, -0.09]], "nbo_charge": [1.04, -0.90, -1.02, -1.01, -0.35, -0.35, -0.35, 1.60, 0.34], "charge": -1, "molar_mass_g_mol": 148.09, "e_above_lowest_ev": 0.923, "gap_ev": 8.5, "multiplicity": 1, "e_tot_ev": -25626.86902}

=====

13.
{"formula": "CHF3O2P", "method": "wB97M-V/def2-TZVPD", "species": ["C", "O", "O", "F", "F", "F", "P", "H"], "coordinates": [[0.3268, 0.5976, -0.0171], [0.1218, -1.7706, 1.3095], [0.0913, -1.6988, -1.2146], [-0.4696, 3.4358, 0.0947], [0.6872, 1.1576, -1.1206], [1.3587, 0.6322, 0.8216], [-0.3466, -1.1569, 0.0696], [-1.7695, -1.1968, 0.0569]], "atomic_forces_ev_per_a": [[3.55, 1.69, -0.39], [0.36, 0.61, 1.29], [0.80, 0.60, -1.67], [0.17, -1.07, 0.12], [-0.92, -0.37, 1.05], [-1.58, 0.75, -0.88], [-2.70, -3.14, 0.37], [0.31, 0.93, 0.12]], "nbo_charge": [0.73, -1.10, -1.08, -0.82, -0.22, -0.27, 1.91, -0.15], "charge": -1, "molar_mass_g_mol": 132.99, "e_above_lowest_ev": 5.675, "gap_ev": [5.8, 7.1], "multiplicity": 1, "e_tot_ev": -22588.60964}

=====

14.
{"formula": "CHF3OS2", "method": "wB97M-V/def2-TZVPD", "species": ["C", "O", "F", "F", "F", "S", "S", "H"], "coordinates": [[-0.4098, 0.8783, 0.3925], [0.5564, -0.3196, -1.8991], [0.5149, 1.6536, 0.9535], [-1.2120, 0.4229, 1.3475], [-1.1058, 1.5895, -0.4734], [-0.3594, -3.1459, 0.1073], [0.3853, -0.6764, -0.5197], [1.6304, -0.4024, 0.0914]], "atomic_forces_ev_per_a": [[-0.11, -0.60, 0.12], [-0.16, 0.15, -1.40], [0.12, -0.19, -0.21], [0.00, -0.03, -0.01], [0.17, -0.24, -0.12], [0.37, 1.39, -0.24], [0.52, -0.03, 1.87], [-0.92, -0.44, -0.01]], "nbo_charge": [0.82, -0.89, -0.31, -0.31, -0.29, -0.24, 1.15, 0.07], "charge": 0, "molar_mass_g_mol": 150.15, "e_above_lowest_ev": 2.356, "gap_ev": [7.3, 7.2], "multiplicity": 1, "e_tot_ev": -32919.35406}

=====

15.
{"formula": "CHF3OYb", "method": "wB97M-V/def2-TZVPD", "species": ["C", "F", "F", "F", "H", "Yb", "O"], "coordinates": [[-1.5078, -0.0087, -0.0146], [-2.1464, 0.7329, -1.0215], [-2.1739, 0.4782, 1.1217], [-2.1437, -1.2513, -0.1719], [1.2451, 0.0070, 0.0157], [4.4154, 0.0284, 0.0430], [2.3114, 0.0135, 0.0275]], "atomic_forces_ev_per_a": [[-8.35, -0.06, -0.12], [2.78, -0.76, 1.09], [2.80, -0.51, -1.18], [2.77, 1.34, 0.21], [4.30, 0.03, 0.05], [-0.82, -0.01, -0.01], [-3.49, -0.02, -0.04]], "lowdin_spin": [0.60, 0.13, 0.13, 0.13, 0.02, 0.88, 0.12], "charge": 0, "molar_mass_g_mol": 259.05, "e_above_lowest_ev": 0.000, "gap_ev": [5.8, 4.9], "s_squared": 2.00, "multiplicity": 3, "e_tot_ev": -42777.79956}

=====

16.
{"formula": "CHF4NO4S2Tb", "method": "wB97M-V/def2-TZVPD", "species": ["Tb", "N", "S", "O", "O", "S", "O", "O", "C", "F", "F", "F", "F", "H"], "coordinates": [[0.8527, 2.6098, -0.1245], [0.7572, -0.8566, 0.0827], [1.3700, 0.0837, -1.2999], [2.7980, -0.3318, -1.3134], [0.6763, -0.2418, -2.5706], [-0.5879, -0.3728, 0.7306], [-0.5966, 1.1450, 0.7334], [-0.8318, -0.9904, 2.0237], [-2.1474, -0.7040, -0.2340], [-2.1598, 0.0116, -1.3431], [-2.1965, -1.9921, -0.5186], [-3.1972, -0.3626, 0.4933], [2.8597, 1.4940, 1.8322], [2.4035, 0.5080, 1.5081]], "atomic_forces_ev_per_a": [[-0.02, 0.21, 0.93], [0.48, 1.27, -1.34], [1.48, -5.31, -2.08], [-1.94, 1.78, 0.71], [0.21, 1.46, 2.35], [-0.94, -0.40, 2.80], [0.20, 0.37, -0.31], [0.69, 0.96, -2.21], [-0.47, -0.54, -0.17], [0.29, 0.23, -0.39], [0.16, 0.17, 0.04], [0.40, 0.00, 0.18], [-3.00, -4.45, -2.32], [2.47, 4.24, 1.80]], "lowdin_spin": [6.73, -0.20, -0.13, -0.22, -0.21, 0.00, 0.04, -0.03, 0.00, 0.00, 0.00, 0.00, 0.02, 0.00], "charge": 1, "molar_mass_g_mol": 390.07, "e_above_lowest_ev": 3.601, "gap_ev": [7.1, 8.6], "s_squared": 12.92, "multiplicity": 7, "e_tot_ev": -65696.41898}

=====

17.
{"formula": "CHFIPS", "method": "wB97M-V/def2-TZVPD", "species": ["C", "F", "P", "S", "I", "H"], "coordinates": [[0.3875, 0.3698, -0.4698], [-0.5156, 0.4884, 1.7297], [0.3430, -0.5162, 1.1128], [1.7231, 0.7256, -1.2611], [-1.2686, -1.9080, -0.3788], [-0.6693, 0.8404, -0.7328]], "atomic_forces_ev_per_a": [[-1.51, 1.68, -0.36], [-3.96, 3.89, 3.39], [2.65, -4.38, -3.89], [0.48, -0.05, -0.47], [0.17, -0.28, 0.89], [2.17, -0.86, 0.43]], "nbo_charge": [-0.79, -0.57, 1.20, 0.13, -0.20, 0.23], "charge": 0, "molar_mass_g_mol": 221.96, "e_above_lowest_ev": 0.736, "gap_ev": 8.0, "multiplicity": 1, "e_tot_ev": -31994.68883}

=====

18.
{"formula": "CHFN2O5", "method": "wB97M-V/def2-TZVPD", "species": ["C", "N", "N", "O", "O", "O", "O", "O", "F", "H"], "coordinates": [[-0.2313, 0.2129, 0.7839], [-0.4028, 1.0589, -0.3513], [1.3037, -0.9432, -0.3542], [-1.0203, 0.4818, -1.2547], [0.0511, 2.1925, -0.4171], [2.3901, -0.5219, -0.4239], [0.6620, -1.8193, -0.7897], [-1.1846, -0.7269, 0.8042], [0.1875, 0.5755, 1.9714], [-1.7553, -0.5103, 0.0314]], "atomic_forces_ev_per_a": [[-0.09, -3.41, 0.01], [0.08, 1.92, -0.87], [-2.78, 2.01, 2.07], [-0.05, 0.72, -0.12], [-0.01, -1.06, 0.48], [1.55, -0.10, -0.44], [0.35, -1.24, -0.78], [0.62, 1.08, 0.75], [0.05, 0.65, -1.06], [0.26, -0.57, -0.04]], "nbo_charge": [0.72, 0.41, 0.51, -0.41, -0.32, -0.27, -0.27, -0.63, -0.25, 0.52], "charge": 0, "molar_mass_g_mol": 140.03, "e_above_lowest_ev": 1.571, "gap_ev": [8.1, 7.8], "multiplicity": 1, "e_tot_ev": -16980.17218}

=====

19.
{"formula": "CHFN2OS", "method": "wB97M-V/def2-TZVPD", "species": ["C", "N", "N", "O", "F", "S", "H"], "coordinates": [[-0.8750, -0.6775, -0.4652], [-1.5498, -0.5753, -1.4929], [1.7309, 0.9325, 0.1481], [-1.5045, -1.8942, -0.6243], [-0.1214, 0.8719, 2.1103], [0.3146, 1.3488, 0.4553], [2.0052, -0.0062, -0.1313]], "atomic_forces_ev_per_a": [[-0.34, 1.43, -0.23], [0.20, 1.06, -0.64], [-2.17, 1.14, -0.22], [0.61, -0.58, 1.30], [0.50, 0.70, -2.35], [1.07, -3.84, 1.63], [0.13, 0.08, 0.51]], "nbo_charge": [0.31, -0.20, -0.93, -0.41, -0.54, 1.34, 0.43], "charge": 0, "molar_mass_g_mol": 108.10, "e_above_lowest_ev": 6.199, "gap_ev": [6.8, 6.5], "multiplicity": 1, "e_tot_ev": -19625.74022}

=====

20.
{"formula": "CHFNO5S", "method": "wB97M-V/def2-TZVPD", "species": ["C", "N", "O", "O", "O", "O", "O", "F", "S", "H"], "coordinates": [[-0.6638, 0.3006, -0.1041], [0.2749, 1.3136, -0.4205], [0.5199, 2.1444, 0.4418], [0.5868, -1.8864, -0.8428], [0.8376, 1.2571, -1.4979], [1.5211, -0.6557, 1.0525], [-0.5589, -1.9008, 1.3188], [-1.3894, -0.0811, -1.1710], [0.3613, -1.2375, 0.4215], [-1.4895, 0.7458, 0.8016]], "atomic_forces_ev_per_a": [[-3.34, -0.96, 3.43], [1.43, 1.95, -0.65], [-0.20, -0.19, -0.06], [0.04, -0.11, -0.20], [-0.26, 0.00, 0.04], [0.19, 0.08, 0.05], [-0.16, -0.13, 0.02], [-0.15, 0.38, -0.44], [-0.44, 0.40, 0.50], [2.89, -1.42, -2.69]], "nbo_charge": [0.01, 0.47, -0.39, -0.97, -0.37, -1.00, -1.00, -0.33, 2.39, 0.20], "charge": -1, "molar_mass_g_mol": 158.09, "e_above_lowest_ev": 0.382, "gap_ev": 9.3, "smiles": "O=[N+]([O-])[C@@H](F)S(=O)(=O)[O-]", "multiplicity": 1, "e_tot_ev": -26331.94687}